[1]
A structure of composition C12H11N6 in a non-equilibrium geometry. Source: the Open Molecules 2025 dataset; level of theory: ωB97M-V with the def2-TZVPD basis set.

Output
**Strongest force on any atom**: 2.4 eV/A
**Charge**: -1
**Frontier orbital gap**: 7.286 eV

Last column: Löwdin charge in e.
Positions of all 29 atoms, in Å:
H 2.73 -0.02 0.29  0.109
H -0.96 -1.31 3.10  0.128
C -0.32 0.41 -1.14  -0.003
N -2.85 -3.00 -0.65  0.108
H 1.77 3.05 -2.80  0.074
H 3.29 2.67 -1.95  0.073
C 2.33 0.42 -3.15  -0.089
C -2.58 -2.63 0.43  -0.274
C -1.12 -0.15 -0.16  -0.037
H 2.04 -0.63 -3.11  0.090
H -0.79 0.85 -2.03  0.116
H 1.79 2.96 -1.01  0.091
C -1.44 -1.16 2.11  -0.128
C 1.08 0.50 -1.00  -0.269
N -2.09 1.41 3.39  -0.408
H 3.42 0.48 -3.24  0.072
C -2.37 -2.18 1.75  -0.292
N -3.66 -3.48 3.56  0.099
N -2.02 2.45 3.91  0.017
C 1.65 -0.07 0.16  -0.018
C -3.06 -2.92 2.72  -0.258
H 1.92 0.87 -4.07  0.073
N 1.89 1.12 -1.97  -0.255
C 2.20 2.53 -1.93  -0.085
H -2.20 -0.23 -0.31  0.120
C -0.54 -0.63 1.03  -0.210
N -2.26 0.35 2.85  0.068
C 0.85 -0.62 1.16  -0.032
H 1.30 -1.07 2.06  0.115

[2]
A structure of composition C6H11F6HgNO15S4 in a non-equilibrium geometry. Source: the Open Molecules 2025 dataset; level of theory: ωB97M-V with the def2-TZVPD basis set.

Output
**Relative energy (zero: lowest compared OMol25 entry of this formula, charge and spin)**: 0.0 kcal per mole
**Strongest force on any atom**: 2.8 eV/A
**Charge**: -4
**Frontier orbital gap**: 3.853 eV

Last column: Löwdin charge in e.
Positions of all 44 atoms, in Å:
H -24.87 -13.57 9.92  0.084
O -24.27 -15.32 10.86  -0.252
C -23.18 -16.48 6.31  -0.657
S -19.93 -19.68 11.25  0.205
O -18.99 -19.29 12.30  -0.441
C -18.29 -14.98 10.41  -0.666
O -21.00 -18.60 11.09  -0.523
F -17.15 -14.72 9.72  0.076
H -23.47 -14.44 9.22  0.093
H -25.20 -16.08 12.45  0.131
H -27.15 -18.01 12.07  0.075
C -25.42 -15.94 11.38  -0.199
O -21.86 -14.35 14.63  -0.475
O -22.63 -16.10 13.16  -0.507
H -24.63 -18.27 12.07  0.099
O -21.25 -16.67 15.12  -0.426
H -26.32 -15.30 11.43  0.121
C -27.01 -17.82 11.00  -0.087
S -19.68 -15.42 9.25  0.465
Hg -22.51 -16.98 11.08  1.194
S -23.09 -17.95 7.46  0.464
H -27.84 -17.17 10.69  0.062
O -19.24 -19.84 9.95  -0.459
F -21.99 -16.00 6.02  0.143
O -21.98 -18.69 6.95  -0.273
F -18.07 -15.94 11.29  0.155
F -23.93 -15.49 6.84  0.081
O -20.64 -20.96 11.56  -0.505
O -23.55 -15.96 15.39  -0.516
H -24.73 -19.10 10.68  0.100
O -19.21 -16.54 8.49  -0.277
O -24.41 -18.54 7.31  -0.359
O -22.86 -17.32 8.76  -0.363
F -23.80 -16.77 5.14  0.071
C -24.45 -14.56 9.68  -0.087
H -27.18 -18.78 10.51  0.067
N -24.61 -18.17 11.06  0.027
H -25.54 -17.13 9.52  0.121
F -18.61 -13.86 11.09  0.096
S -22.29 -15.77 14.60  0.198
O -19.84 -14.15 8.55  -0.371
O -20.79 -15.71 10.15  -0.375
C -25.65 -17.23 10.59  -0.387
H -25.12 -15.09 9.01  0.075

[3]
A structure of composition ClN2O5S in a non-equilibrium geometry. Source: the Open Molecules 2025 dataset; level of theory: ωB97M-V with the def2-TZVPD basis set.

Output
**Relative energy (zero: lowest compared OMol25 entry of this formula, charge and spin)**: 30.0 kcal per mole
**Strongest force on any atom**: 3.1 eV/A
**Charge**: -1
**Frontier orbital gap**: 8.928 eV

Last column: Löwdin charge in e.
Positions of all 9 atoms, in Å:
N -0.01 0.68 0.13  -0.142
N 0.60 1.36 -0.76  -0.542
O 0.60 2.59 -0.54  -0.050
O 1.39 -1.34 0.30  -0.290
S 0.03 -0.89 0.17  0.458
O -0.89 -1.54 -0.73  -0.340
O -0.68 -1.18 1.61  -0.743
O 1.14 0.84 -1.75  -0.026
Cl -2.17 -0.52 1.56  0.675

[4]
A structure of composition C28H80N4Na3O14P in a non-equilibrium geometry. Source: the Open Molecules 2025 dataset; level of theory: ωB97M-V with the def2-TZVPD basis set.

Output
**Expectation value of S²**: 0.7563
**Strongest force on any atom**: 5.3 eV/A
**Multiplicity**: 2
**Charge**: +1
**Frontier orbital gap (spin up / spin down)**: 8.926 / 3.232 eV

Last column: Löwdin charge in e.
Positions of all 130 atoms, in Å:
H -22.08 16.65 2.96  0.031
H -13.53 14.67 3.14  0.126
H -22.62 10.73 4.30  0.124
H -20.52 19.84 6.07  0.112
H -19.18 16.95 6.28  -0.012
C -20.53 10.28 3.90  -0.054
C -23.93 15.73 8.38  -0.030
H -19.75 14.37 0.56  0.060
H -21.71 13.16 7.55  0.096
C -19.09 13.34 8.01  -0.087
H -21.50 12.58 1.06  0.135
O -23.56 13.06 0.53  -0.178
O -21.63 18.35 5.49  -0.158
H -22.99 11.58 -0.80  0.081
H -23.50 11.14 0.81  0.084
C -13.93 17.32 3.04  -0.052
H -19.22 13.21 5.46  -0.006
H -22.63 12.34 11.00  0.097
N -20.47 15.06 0.38  0.057
C -22.19 12.90 10.16  -0.093
O -18.36 15.20 3.51  -0.326
C -22.68 13.51 7.90  -0.193
H -22.34 15.16 -0.40  0.125
H -22.78 17.68 3.83  0.104
C -19.13 17.43 8.16  -0.345
Na -22.39 14.77 4.27  0.441
O -19.62 16.98 4.81  -0.319
C -17.07 19.67 4.98  -0.052
C -23.73 11.79 -0.03  -0.116
O -13.67 15.09 1.08  -0.175
H -22.81 21.16 6.87  0.070
C -22.03 18.78 1.55  -0.094
H -16.89 19.89 2.89  0.121
H -20.56 9.26 4.27  0.076
N -22.15 15.58 6.83  0.058
C -22.80 20.39 6.09  -0.039
N -15.79 16.14 3.91  0.052
H -21.47 11.17 5.67  0.095
C -22.59 15.04 8.10  -0.405
Na -17.66 14.93 5.78  0.470
H -22.18 19.04 -1.84  0.107
H -17.83 19.61 5.76  0.067
H -20.76 12.85 -1.49  0.088
H -20.00 11.60 7.08  0.103
H -20.16 17.15 8.39  0.101
H -13.41 17.07 3.96  0.086
H -18.52 19.91 3.37  0.113
H -18.34 17.64 3.93  0.011
C -14.27 14.92 2.38  -0.174
H -20.75 10.23 2.83  0.071
H -16.77 20.72 4.90  0.088
O -20.18 14.55 5.16  -0.353
H -18.82 12.35 2.44  0.091
H -22.28 13.62 -1.98  0.086
H -17.38 10.56 1.23  0.068
O -22.11 19.42 0.27  -0.091
H -21.09 17.92 -0.92  0.093
Na -18.97 16.77 1.66  0.500
H -16.21 11.75 0.81  0.062
H -19.17 18.47 7.86  0.106
H -15.00 14.11 2.36  0.111
C -21.51 19.48 6.35  -0.252
H -23.68 19.76 6.15  0.073
H -17.30 17.63 9.38  0.081
O -23.10 12.92 9.09  -0.153
H -22.02 19.57 2.30  0.149
C -19.08 12.17 7.08  -0.286
O -18.02 13.90 1.40  -0.113
C -21.98 18.56 -0.88  -0.040
H -22.64 20.91 5.14  0.062
C -24.62 18.53 1.91  0.015
H -11.97 13.87 1.44  0.083
H -19.50 10.63 4.01  0.062
H -13.07 17.51 2.39  0.080
H -24.64 15.29 7.69  0.082
H -21.87 15.27 8.89  0.119
H -25.42 17.92 2.32  0.084
H -20.88 12.83 4.34  0.040
H -21.16 18.13 1.63  0.114
C -22.18 13.41 0.87  -0.136
H -21.31 12.30 9.95  0.073
N -23.00 17.07 3.06  0.246
C -23.19 17.79 1.86  -0.325
H -20.75 15.19 1.34  -0.003
H -16.03 17.03 4.31  0.040
H -18.18 14.45 2.17  -0.023
H -16.23 19.01 5.21  0.084
C -18.28 17.15 9.39  -0.045
O -21.66 12.37 4.02  -0.096
H -15.57 16.49 1.79  0.135
H -25.06 18.79 0.94  0.088
C -21.64 11.12 4.59  -0.288
P -19.72 15.60 4.11  0.158
O -18.63 16.80 7.06  -0.094
H -22.80 17.86 -0.88  0.083
H -17.31 12.83 2.87  0.105
C -12.84 13.99 0.79  -0.126
H -16.69 15.81 3.58  0.005
H -19.52 13.04 8.96  0.075
H -20.70 14.54 -1.99  0.085
O -20.74 15.71 2.94  -0.367
H -13.31 13.01 0.85  0.079
O -18.58 12.61 5.84  -0.090
H -23.30 13.18 7.08  0.132
H -18.16 16.06 9.43  0.070
H -21.55 19.09 7.36  0.100
H -24.71 11.50 -0.41  0.095
H -21.93 16.57 6.76  0.052
H -23.95 16.80 8.19  0.074
H -22.23 13.94 1.82  0.089
H -24.21 15.47 9.40  0.083
O -17.71 18.07 3.35  -0.124
H -23.37 17.06 1.08  0.139
H -24.42 19.42 2.51  0.083
H -14.46 18.27 3.09  0.068
H -19.56 14.27 7.71  0.062
H -21.32 15.18 6.42  0.014
C -17.89 12.65 1.96  -0.313
H -21.84 13.88 10.49  0.086
H -18.04 13.59 8.14  0.087
H -17.74 11.69 -0.04  0.069
C -17.28 11.61 0.95  -0.034
C -17.58 19.42 3.61  -0.322
C -14.98 16.27 2.67  -0.375
H -20.77 17.92 5.44  -0.006
C -21.32 13.79 -1.50  -0.045
H -18.26 11.55 7.45  0.128
H -18.81 17.47 10.28  0.081
H -12.43 14.12 -0.22  0.089
C -21.60 14.39 -0.16  -0.461